# C46H39ClN5O2P2Ti

C46H39ClN5O2P2Ti as an isolated structure (ωB97M-V/def2-TZVPD, OMol25).

XYZ file:
```
96
Properties=species:S:1:pos:R:3
Ti -1.708 -0.466 -0.788
N -3.188 -3.357 2.146
C -2.543 -2.812 1.101
N -2.821 -1.653 0.592
C -3.870 -0.876 1.134
N -4.256 0.216 0.593
N -3.547 0.595 -0.553
C -3.776 -0.190 -1.584
C -2.935 -0.126 -2.821
C -3.008 0.834 -3.829
C -2.165 0.693 -4.911
C -1.273 -0.384 -4.954
C -1.223 -1.260 -3.894
N -2.037 -1.130 -2.833
C -4.505 -1.372 2.358
C -5.454 -0.623 3.053
C -6.048 -1.137 4.186
C -5.707 -2.408 4.646
C -4.763 -3.164 3.977
C -4.167 -2.636 2.837
H -2.929 -4.275 2.467
H -1.727 -3.379 0.670
H -4.502 -1.004 -1.524
H -3.706 1.653 -3.744
H -2.185 1.414 -5.716
H -0.603 -0.518 -5.790
H -0.514 -2.077 -3.855
H -5.711 0.357 2.681
H -6.783 -0.551 4.719
H -6.180 -2.805 5.532
H -4.493 -4.150 4.330
O 0.090 -1.689 -0.357
P 1.525 -1.220 -0.511
C 1.667 0.536 -0.126
P 0.390 1.025 1.090
O -1.029 0.518 0.912
C 0.966 0.256 2.618
C 2.244 0.507 3.117
C 2.674 -0.118 4.275
C 1.822 -0.981 4.952
C 0.544 -1.215 4.473
C 0.118 -0.602 3.306
C 0.467 2.801 1.251
C -0.569 3.432 1.937
C -0.529 4.801 2.129
C 0.533 5.543 1.632
C 1.560 4.920 0.941
C 1.532 3.548 0.752
C 2.540 -2.123 0.659
C 1.911 -3.001 1.534
C 2.664 -3.708 2.462
C 4.038 -3.536 2.511
C 4.666 -2.662 1.635
C 3.921 -1.958 0.708
C 2.206 -1.485 -2.140
C 1.974 -2.711 -2.763
C 2.540 -2.974 -3.995
C 3.353 -2.025 -4.604
C 3.601 -0.812 -3.983
C 3.029 -0.539 -2.747
H 1.563 1.158 -1.018
H 2.641 0.697 0.349
H 2.907 1.203 2.615
H 3.667 0.077 4.654
H 2.156 -1.461 5.862
H -0.125 -1.873 5.012
H -0.880 -0.775 2.920
H -1.410 2.852 2.298
H -1.336 5.294 2.653
H 0.551 6.615 1.773
H 2.375 5.503 0.536
H 2.326 3.078 0.187
H 0.837 -3.110 1.494
H 2.175 -4.388 3.145
H 4.626 -4.086 3.232
H 5.739 -2.535 1.673
H 4.422 -1.289 0.017
H 1.346 -3.456 -2.285
H 2.358 -3.923 -4.481
H 3.798 -2.237 -5.566
H 4.231 -0.073 -4.455
H 3.209 0.421 -2.285
Cl -1.061 4.739 -1.312
C 0.172 4.009 -2.315
C 1.079 4.829 -2.944
C 2.068 4.295 -3.765
C 2.087 2.917 -3.955
C 1.167 2.101 -3.331
C 0.173 2.596 -2.444
C -0.674 1.748 -1.713
H 1.006 5.897 -2.787
H 2.778 4.943 -4.255
H 2.818 2.472 -4.620
H 1.177 1.035 -3.544
H -0.524 0.702 -2.026
H -1.565 2.087 -1.207
```

* DFT total energy: -4192.85381 a.u.
* multiplicity: 3
* energy above the lowest of the compared OMol25 structures with the same formula, charge and spin: 3.175 eV
* HOMO level (alpha / beta): -7.719 / -7.747 eV
* gap between HOMO and LUMO (alpha / beta): 5.401 / 5.002 eV
* total charge: +1

These are the Löwdin partial charges, in e, on atoms 1 to 4: number 1, Ti, carries 0.90; number 2, N, carries 0.13; number 3, C, carries -0.11; number 4, N, carries 0.04

# C46H40Cl3FGaIN6O8S

C46H40Cl3FGaIN6O8S as an isolated structure (ωB97M-V/def2-TZVPD, OMol25).

XYZ file:
```
107
Properties=species:S:1:pos:R:3
Ga -1.138 -1.153 -0.258
O -2.535 1.088 2.696
C -2.434 0.333 1.766
O -1.296 -0.317 1.398
C -3.738 0.187 0.937
C -4.816 1.022 1.318
C -6.073 0.836 0.784
C -6.347 -0.096 -0.200
C -5.262 -0.821 -0.657
C -3.927 -0.657 -0.164
O -2.942 -1.156 -0.877
N -5.580 -1.866 -1.662
O -6.640 -1.729 -2.296
O -4.804 -2.817 -1.797
N -7.205 1.681 1.275
O -8.277 1.128 1.431
O -6.921 2.876 1.462
H -4.664 1.734 2.076
H -7.300 -0.349 -0.567
C -2.175 -2.569 -4.106
C -1.435 -3.701 -3.413
C -2.344 -4.438 -2.471
C -0.056 -3.243 -2.905
C 0.872 -3.145 -3.983
C 2.140 -2.685 -3.785
C 2.595 -2.508 -2.485
C 1.781 -2.742 -1.406
C 2.641 -2.774 -0.135
C 2.240 -3.910 0.844
C 2.874 -1.398 0.537
C 0.395 -2.959 -1.594
N -0.485 -2.856 -0.500
C -0.781 -4.021 0.257
C -0.322 -5.328 0.043
C -0.712 -6.436 0.845
C -1.489 -6.163 1.936
C -2.012 -4.893 2.169
C -1.724 -3.913 1.249
F -2.504 -2.767 1.199
H -2.738 -2.967 -4.939
H -1.564 -1.728 -4.498
H -2.966 -2.171 -3.458
H -1.233 -4.407 -4.253
H -2.457 -3.923 -1.538
H -1.960 -5.448 -2.237
H -3.364 -4.579 -2.930
H 0.547 -3.507 -5.000
H 2.850 -2.566 -4.619
H 3.620 -2.181 -2.403
H 3.638 -3.156 -0.511
H 1.231 -3.760 1.283
H 2.990 -3.989 1.623
H 2.331 -4.770 0.192
H 2.515 -1.345 1.572
H 2.506 -0.502 -0.037
H 3.962 -1.191 0.628
H 0.377 -5.479 -0.748
H -0.394 -7.399 0.583
H -1.739 -7.029 2.534
H -2.714 -4.683 3.029
I 0.753 -3.565 5.933
C 2.232 -2.136 5.621
C 3.458 -2.355 6.242
C 4.444 -1.366 6.033
C 4.233 -0.333 5.197
N 3.033 -0.142 4.573
C 2.035 -1.005 4.843
H 3.571 -3.317 6.760
H 5.394 -1.444 6.554
H 5.019 0.385 5.035
H 1.032 -0.762 4.475
Cl 5.461 8.914 0.962
C 4.876 7.342 0.616
C 4.855 6.858 -0.716
C 3.952 5.857 -1.078
C 3.259 5.176 -0.052
C 2.058 4.295 -0.434
C 2.484 2.876 -0.631
N 1.340 1.958 -0.967
C 0.963 1.751 -2.334
C -0.077 0.895 -2.334
N -0.312 0.448 -1.029
C 0.500 1.218 -0.240
O 1.527 4.697 -1.712
C 0.773 5.962 -1.654
C -0.659 5.770 -1.171
C -1.286 6.341 -0.020
Cl -0.625 7.128 1.339
S -2.903 5.737 0.096
C -2.845 4.900 -1.360
C -1.601 4.952 -1.922
C 3.453 5.489 1.297
Cl 2.740 4.535 2.567
C 4.246 6.607 1.612
H 5.554 7.317 -1.435
H 3.856 5.676 -2.136
H 1.363 4.392 0.447
H 2.919 2.559 0.324
H 3.187 2.896 -1.473
H 1.421 2.241 -3.191
H -0.638 0.614 -3.220
H 0.508 1.169 0.865
H 0.869 6.426 -2.670
H 1.265 6.629 -0.944
H -3.636 4.232 -1.731
H -1.316 4.448 -2.817
H 4.220 7.039 2.649
```

* DFT total energy: -6808.28862 a.u.
* multiplicity: 1
* energy above the lowest of the compared OMol25 structures with the same formula, charge and spin: 2.881 eV
* HOMO level: -8.116 eV
* gap between HOMO and LUMO: 7.934 eV
* total charge: 0

These are the Löwdin partial charges, in e, on atoms 1 to 4: number 1, Ga, carries 0.48; number 2, O, carries 0.09; number 3, C, carries -0.46; number 4, O, carries -0.06

# C46H41AsCaN10O3S4Sb

C46H41AsCaN10O3S4Sb as an isolated structure (ωB97M-V/def2-TZVPD, OMol25).

XYZ file:
```
107
Properties=species:S:1:pos:R:3
Ca 0.083 0.024 -0.045
C 3.769 0.928 2.463
C 3.616 1.307 1.004
O 3.224 2.402 0.647
N 3.959 0.328 0.109
C 3.675 0.440 -1.318
C 3.225 -0.896 -1.873
C 3.951 -1.524 -2.874
C 3.514 -2.752 -3.351
C 2.372 -3.311 -2.809
C 1.710 -2.618 -1.804
N 2.131 -1.444 -1.338
H 3.324 1.708 3.076
H 4.828 0.832 2.713
H 3.276 -0.025 2.675
H 4.228 -0.574 0.463
H 4.545 0.781 -1.877
H 2.897 1.197 -1.422
H 4.836 -1.047 -3.282
H 4.061 -3.262 -4.136
H 1.984 -4.258 -3.159
H 0.793 -3.000 -1.376
S -4.210 1.237 -2.631
Sb -3.084 -0.313 -1.385
S -2.442 0.546 0.741
S -0.966 -0.794 -2.356
S -4.089 -2.362 -1.034
C -2.154 -4.954 1.480
N -1.142 -3.913 1.474
C -1.066 -2.859 0.658
N -0.023 -2.120 1.013
C 0.503 -2.805 2.070
N -0.144 -3.897 2.398
C -3.500 -4.535 2.033
C -4.484 -5.512 2.074
C -5.755 -5.217 2.537
C -6.052 -3.937 2.969
C -5.071 -2.953 2.929
C -3.794 -3.245 2.455
C -5.449 -1.609 3.380
N -6.598 -1.241 3.830
N -6.486 0.114 4.135
C -5.280 0.451 3.845
O -4.560 -0.589 3.367
C -4.681 1.782 4.005
C -5.512 2.822 4.412
C -4.990 4.092 4.578
C -3.643 4.324 4.345
C -2.809 3.289 3.942
C -1.353 3.632 3.708
N -0.515 2.524 3.299
C -0.083 2.221 2.077
N 0.624 1.102 2.120
C 0.566 0.756 3.439
N -0.112 1.584 4.198
C -3.328 2.013 3.768
H -1.746 -5.761 2.079
H -2.281 -5.309 0.459
H -1.807 -2.678 -0.134
H 1.384 -2.482 2.610
H -4.259 -6.515 1.721
H -6.519 -5.983 2.548
H -7.039 -3.679 3.329
H -3.064 -2.445 2.380
H -6.562 2.617 4.584
H -5.633 4.907 4.888
H -3.237 5.324 4.472
H -0.925 4.038 4.621
H -1.272 4.393 2.933
H -0.272 2.817 1.193
H 1.028 -0.134 3.845
H -2.703 1.196 3.428
O 0.445 1.783 -1.009
As 0.159 2.495 -2.501
C -1.237 3.779 -2.319
C -1.327 4.821 -3.238
C -2.318 5.776 -3.083
C -3.204 5.687 -2.012
C -3.103 4.647 -1.101
C -2.118 3.679 -1.252
C -0.020 1.631 -4.201
C -1.182 1.823 -4.926
C -1.310 1.206 -6.166
C -0.290 0.408 -6.662
C 0.871 0.215 -5.919
C 1.008 0.826 -4.685
C 1.763 3.576 -2.744
C 2.503 3.654 -3.922
C 3.698 4.366 -3.952
C 4.159 5.000 -2.806
C 3.422 4.930 -1.630
C 2.233 4.219 -1.599
H -0.627 4.887 -4.062
H -2.401 6.589 -3.795
H -3.989 6.426 -1.902
H -3.815 4.554 -0.289
H -2.069 2.837 -0.570
H -2.011 2.377 -4.504
H -2.229 1.328 -6.725
H -0.408 -0.089 -7.617
H 1.662 -0.424 -6.293
H 1.892 0.649 -4.088
H 2.143 3.180 -4.822
H 4.268 4.422 -4.873
H 5.096 5.545 -2.828
H 3.786 5.409 -0.728
H 1.686 4.127 -0.672
```

* DFT total energy: -7297.49368 a.u.
* multiplicity: 1
* HOMO level: -3.947 eV
* gap between HOMO and LUMO: 5.925 eV
* total charge: -1

These are the Löwdin partial charges, in e, on atoms 1 to 4: number 1, Ca, carries 0.82; number 2, C, carries -0.01; number 3, C, carries -0.54; number 4, O, carries 0.05